1.
The following is a quantum chemistry calculation of the ion C2N5 with charge -1 at a distorted geometry, from the OMol25 dataset.

The geometry in XYZ format:
```
7
C2N5, DFT ωB97M-V/def2-TZVPD
C -0.4598 0.8304 0.2109
C -1.1423 -0.3865 -0.1535
N -0.9828 1.8306 0.6098
N 1.9972 -1.3694 0.0207
N -1.6856 -1.3268 -0.5336
N 1.1567 0.7792 -0.0714
N 1.5438 -0.3349 -0.1014
```

As for the charge: -1. The gap between HOMO and LUMO comes out at 8.63 eV. Its largest force on an atom is 2.66 eV/Å.

2.
The following is a quantum chemistry calculation of the ion C2NO3S with charge -1 at a distorted geometry, from the OMol25 dataset.

The geometry in XYZ format:
```
7
C2NO3S, DFT ωB97M-V/def2-TZVPD
N -2.3311 0.0638 -2.0466
C -1.2119 0.0436 -1.6504
S 0.4247 0.1829 -1.3198
O 0.8845 -0.6555 -0.0677
C 0.9366 0.0547 1.3045
O 1.3305 -0.7116 2.1491
O 0.7006 1.2257 1.1810
```

Its SMILES is N#CSOC(=O)[O-]. As for the charge: -1. The gap between HOMO and LUMO comes out at 8.57 eV. Its largest force on an atom is 3.60 eV/Å.

3.
The following is a quantum chemistry calculation of a structure of composition C2NO4 at a distorted geometry, from the OMol25 dataset.

The geometry in XYZ format:
```
7
C2NO4, DFT ωB97M-V/def2-TZVPD
C -1.3270 0.3963 0.1957
C 0.9750 -0.1784 0.0138
N 1.0079 -1.1911 -0.6966
O 2.2688 -0.3020 -0.3606
O -1.2550 -0.1966 -0.8494
O 0.3722 0.7285 0.6237
O -2.0418 0.7432 1.0734
```

As for the charge: -1. The gap between HOMO and LUMO comes out at 8.36 eV. Its largest force on an atom is 2.66 eV/Å.

4.
The following is a quantum chemistry calculation of a cluster of 2 separate species, C2NO4S in total at a distorted geometry, from the OMol25 dataset.

The geometry in XYZ format:
```
8
C2NO4S, DFT ωB97M-V/def2-TZVPD
C 0.1667 -1.4098 -0.7632
C 0.4956 0.7417 0.7625
N -0.6141 0.8151 -0.2761
O 0.6537 1.7407 1.4800
O 0.7588 -1.1700 -1.7277
O -0.6257 -1.9943 -0.0482
O 1.1347 -0.3086 0.7408
S -1.9698 1.5851 -0.1681
```

As for the charge: -1. The gap between HOMO and LUMO (spin up / spin down) comes out at 7.01 / 6.99 eV. Its largest force on an atom is 4.54 eV/Å.

5.
The following is a quantum chemistry calculation of a structure of composition C30H18Cl4N7O2ReS2 at a distorted geometry, from the OMol25 dataset.

The geometry in XYZ format:
```
64
C30H18Cl4N7O2ReS2, DFT ωB97M-V/def2-TZVPD
Re -2.1519 0.4962 -0.5425
C 4.3635 1.9171 3.8538
C 3.4262 1.0197 3.1355
C 3.6442 -0.0960 2.4045
C 2.8412 -0.6946 1.4051
C 1.7558 0.0149 0.9575
N 0.7489 -0.4477 0.0957
C 1.0096 -0.9920 -1.1930
C 2.1223 -0.6163 -1.9270
C 2.3037 -1.0905 -3.2162
C 1.3608 -1.9220 -3.8084
C 1.4937 -2.3783 -5.2339
C 0.2493 -2.2967 -3.0628
C 0.0697 -1.8494 -1.7652
N -1.0685 -2.3595 -1.0647
C -1.3071 -3.6818 -0.9099
C -2.5898 -3.8274 -0.4511
C -3.0853 -2.5195 -0.3636
N -2.1696 -1.6350 -0.7314
C 1.3580 1.2636 1.4319
C 0.7625 0.8229 3.9298
N -1.0393 1.1612 2.0376
C -0.6902 0.7013 3.4011
C -1.1850 -0.7263 3.3691
C -1.9134 -0.8954 2.2669
N -1.9415 0.1982 1.4209
H 4.5042 2.8565 3.3173
H 5.3224 1.3963 3.8930
H 4.0548 2.1557 4.8717
H 4.5894 -0.5824 2.6337
H 3.1002 -1.6522 0.9815
H 2.8351 0.0644 -1.4786
H 3.1751 -0.7824 -3.7809
H 2.4331 -2.0413 -5.6702
H 0.6734 -1.9806 -5.8340
H 1.4526 -3.4662 -5.3044
H -0.5205 -2.9157 -3.5088
H -0.5426 -4.4008 -1.1488
H -3.1017 -4.7428 -0.2144
H -4.0529 -2.1623 -0.0524
H 0.8291 1.1853 4.9272
H -1.3186 1.2873 4.0830
H -1.0325 -1.4351 4.1664
H -2.4685 -1.7752 1.9793
S -4.4201 0.4086 -1.0963
C -4.3545 -0.3627 -2.6510
C -5.5605 -0.9437 -3.1581
N -6.5409 -1.4006 -3.5535
C -3.2112 -0.3489 -3.4032
S -1.7957 0.4992 -2.8501
C -3.1459 -0.9510 -4.6976
N -3.0238 -1.4279 -5.7400
Cl 2.2389 5.7785 3.6181
C 1.4162 4.4575 2.7010
C 0.4941 4.9019 1.7083
Cl 0.4405 6.6367 1.5123
C -0.4121 4.2082 0.8481
Cl -1.6026 5.2120 0.0394
C -0.6872 2.8601 0.5511
O -1.7377 2.5502 -0.1108
C -0.0232 1.5783 1.0492
O -0.0628 0.7485 -0.1470
C 1.9410 3.2798 3.0934
Cl 1.7475 1.7400 2.9863
```

The spin multiplicity is 2. As for the charge: -1. The gap between HOMO and LUMO (spin up / spin down) comes out at 6.18 / 5.59 eV. Its largest force on an atom is 1.14 eV/Å.

6.
The following is a quantum chemistry calculation of a structure of composition C30H19BiN8O9S at a distorted geometry, from the OMol25 dataset.

The geometry in XYZ format:
```
68
C30H19BiN8O9S, DFT ωB97M-V/def2-TZVPD
Bi -0.9146 0.9528 1.5231
O -0.2328 4.1698 -1.8535
C 1.1051 4.1671 -1.9786
C 1.6996 4.7628 -3.1144
C 3.0781 4.7453 -3.2591
C 3.8682 4.1220 -2.2929
C 3.2960 3.5249 -1.1766
C 1.9157 3.5529 -1.0080
C 1.2764 2.9160 0.1613
O 0.0227 3.0629 0.3683
N 2.0465 2.0651 0.8146
N 1.4183 1.3944 1.7608
C 2.0529 0.5906 2.6211
C 1.3759 -0.3078 3.4837
C 2.0542 -1.3233 4.2102
C 1.3223 -2.2238 4.9481
C -0.0524 -2.1126 4.9563
C -0.6609 -1.1139 4.2087
N 0.0298 -0.1891 3.5632
H -0.3447 3.7165 -0.9047
H 1.0635 5.2025 -3.8711
H 3.5458 5.2059 -4.1231
H 4.9351 4.0584 -2.4244
H 3.9244 3.0489 -0.4528
H 3.1309 0.5240 2.5099
H 3.1313 -1.3722 4.1349
H 1.8156 -3.0333 5.4892
H -0.6580 -2.8072 5.5294
H -1.7508 -1.0627 4.1386
N -2.1321 0.8470 -2.8246
C -0.8510 0.2724 -3.0897
C -0.2243 -0.1648 -4.2344
C 1.1010 -0.6021 -4.1067
C 1.7668 -0.5731 -2.8879
C 1.1220 -0.1638 -1.7272
C -0.1904 0.2753 -1.8353
N -1.0608 0.8769 -0.8848
C -2.2222 1.1916 -1.4979
C -3.3215 1.8074 -0.8441
C -4.5405 2.1141 -1.4336
S -5.6540 2.8131 -0.3466
C -4.4614 2.6675 0.8909
N -3.2620 2.1877 0.4897
H -2.8770 0.9422 -3.5259
H -0.7137 -0.2089 -5.2063
H 1.6022 -0.9824 -4.9928
H 2.7857 -0.9409 -2.8295
H 1.6132 -0.2305 -0.7571
H -4.7937 1.9164 -2.4695
H -4.5904 2.9535 1.9236
O -3.3833 -1.2552 -0.5170
C -2.6641 -1.3752 0.5050
O -2.6437 -0.5645 1.5187
C -1.6543 -2.4983 0.5577
C -2.0133 -3.8458 0.4067
C -1.0808 -4.8491 0.6211
C 0.2334 -4.6012 0.9632
C 0.6368 -3.2617 1.0945
C -0.2844 -2.1953 0.8469
O 0.1668 -0.9606 0.8925
N 1.9752 -2.9585 1.5301
O 2.4519 -3.7752 2.3322
O 2.6013 -1.9770 1.0987
N -1.4983 -6.1814 0.4231
O -0.6340 -7.0622 0.5928
O -2.6930 -6.3639 0.1367
H -3.0459 -4.0752 0.1219
H 0.9395 -5.4355 1.1029
```

As for the charge: 0. The gap between HOMO and LUMO comes out at 6.76 eV. Its largest force on an atom is 4.09 eV/Å.

7.
The following is a quantum chemistry calculation of a structure of composition C30H19Br2IrN7O8, from the OMol25 dataset.

The geometry in XYZ format:
```
67
C30H19Br2IrN7O8, DFT ωB97M-V/def2-TZVPD
Ir -0.2123 -0.1224 -0.6454
O 3.9323 2.9183 -2.4038
C 4.3288 1.6460 -2.5255
C 5.6627 1.4386 -2.8756
C 6.1523 0.1619 -3.0250
C 5.3304 -0.9551 -2.8298
C 4.0214 -0.7690 -2.4771
C 3.4900 0.5295 -2.3132
C 2.1130 0.6769 -1.9225
O 1.4058 -0.4282 -1.6934
N 1.5364 1.8487 -1.8312
N 0.2337 1.7287 -1.4366
C -0.5494 2.7295 -1.5984
C -1.9335 2.5549 -1.1894
C -2.9212 3.5094 -1.3550
C -4.2032 3.2059 -0.9129
C -4.4437 1.9753 -0.3242
C -3.3950 1.0740 -0.1915
N -2.1716 1.3662 -0.6171
H 2.9848 2.9517 -2.1889
H 6.2871 2.3082 -3.0266
H 7.1890 0.0213 -3.3009
H 5.7273 -1.9515 -2.9607
H 3.3706 -1.6193 -2.3286
H -0.1697 3.6533 -2.0183
H -2.6911 4.4613 -1.8139
H -5.0014 3.9274 -1.0224
H -5.4255 1.7116 0.0426
H -3.5292 0.1097 0.2794
Br -4.1252 -3.2625 -4.9948
C -2.9575 -2.3605 -3.8667
C -2.7280 -0.9991 -4.0286
C -1.8762 -0.3654 -3.1518
N -1.2494 -1.0194 -2.1664
C -1.4411 -2.3510 -2.0239
C -2.2990 -3.0451 -2.8514
C -0.6397 -2.9697 -0.9489
C -0.4587 -4.3266 -0.7896
C 0.4419 -4.7774 0.1712
Br 0.7040 -6.5990 0.4160
C 1.1625 -3.8532 0.9195
C 0.9321 -2.5118 0.7096
N 0.0251 -2.0848 -0.1775
H -3.2061 -0.4405 -4.8200
H -1.6676 0.6907 -3.2394
H -2.4645 -4.1038 -2.7167
H -0.9795 -5.0363 -1.4153
H 1.8949 -4.1710 1.6472
H 1.4728 -1.7482 1.2525
O 0.6456 0.5883 1.0831
C -0.3660 0.2813 1.8112
O -1.3266 -0.2685 1.1894
C -0.3912 0.5518 3.2486
C 0.7849 0.8980 3.9088
C 0.7213 1.1449 5.2633
C -0.4589 1.0823 5.9812
C -1.6042 0.7450 5.2840
C -1.5993 0.4684 3.9348
N -2.8945 0.6763 6.0115
O -2.8661 0.8920 7.1972
O -3.8754 0.4078 5.3502
N 1.9746 1.4936 5.9766
O 2.9892 1.5024 5.3146
O 1.8807 1.7413 7.1534
H 1.7306 0.9787 3.3917
H -0.4836 1.2894 7.0420
H -2.5203 0.1986 3.4391
```

The spin multiplicity is 2. As for the charge: +2. The gap between HOMO and LUMO (spin up / spin down) comes out at 6.39 / 5.00 eV. Its largest force on an atom is 0.55 eV/Å.

8.
The following is a quantum chemistry calculation of a structure of composition C30H20BrCuF4PTe at a distorted geometry, from the OMol25 dataset.

The geometry in XYZ format:
```
58
C30H20BrCuF4PTe, DFT ωB97M-V/def2-TZVPD
Cu -0.6158 0.2595 0.1021
F 4.1161 -1.0277 5.0270
C 3.5992 -0.5681 3.8625
C 4.3822 -0.6277 2.6919
F 5.6205 -1.1077 2.8292
C 3.7646 -0.3357 1.4751
F 4.4702 -0.4637 0.4184
C 2.4098 -0.0670 1.3367
P 1.5947 0.4032 -0.2038
C 2.4315 -0.4546 -1.5226
C 3.3444 0.0806 -2.3807
C 3.9432 -0.7912 -3.2989
C 3.7704 -2.1229 -3.3134
C 2.8510 -2.6578 -2.4615
C 2.2718 -1.8397 -1.5067
C 1.9177 2.2205 -0.4965
C 1.1844 2.8192 -1.5083
C 1.2348 4.2278 -1.7255
C 1.9396 5.0065 -0.7871
C 2.6337 4.3483 0.2179
C 2.6231 2.9745 0.4025
C 1.6341 -0.0779 2.5573
Br -0.2975 0.1552 2.6488
C 2.2022 -0.4045 3.7727
F 1.4432 -0.6130 4.8340
H 3.4862 1.1802 -2.4030
H 4.5376 -0.2434 -4.0453
H 4.3294 -2.7582 -3.9638
H 2.7162 -3.6898 -2.4472
H 1.6158 -2.3193 -0.7413
H 0.4987 2.2800 -2.1832
H 0.6863 4.7468 -2.4463
H 2.0115 6.0481 -0.9465
H 3.2120 4.8985 1.0410
H 3.2073 2.5156 1.1463
Te -2.8729 0.7888 -0.8862
C -3.5021 -1.0344 -1.6767
C -2.5769 -2.0419 -1.6189
C -2.8359 -3.3301 -2.0483
C -4.0858 -3.6420 -2.5913
C -5.0244 -2.5515 -2.5586
C -4.7513 -1.2677 -2.1946
C -3.6388 0.5588 1.1279
C -3.8504 -0.7209 1.6021
C -4.3543 -0.7670 2.9454
C -4.5328 0.4018 3.7282
C -4.2542 1.6315 3.1722
C -3.7403 1.7271 1.8560
H -1.6227 -1.8773 -1.1968
H -2.0900 -4.0546 -1.8976
H -4.3680 -4.6639 -2.9506
H -6.0990 -2.7582 -2.7627
H -5.5685 -0.5592 -2.3748
H -3.7634 -1.5702 0.9796
H -4.5366 -1.6574 3.4604
H -4.8438 0.1902 4.7527
H -4.3265 2.5061 3.7374
H -3.5314 2.6975 1.4131
```

As for the charge: +1. The gap between HOMO and LUMO comes out at 8.51 eV. Its largest force on an atom is 3.99 eV/Å.